No. 1
Density functional theory data (ωB97M-V/def2-TZVPD) for a cluster of 8 separate species, C42H85F9O21 in total at a distorted geometry.

```
157
C42H85F9O21 | OMol25 | ωB97M-V/def2-TZVPD
O 5.41168 -5.07656 7.08514
C -4.28705 -1.44772 -4.15747
F -3.19055 -2.89621 0.62371
H 4.35424 -5.06115 8.93665
H 5.21249 -2.93920 -7.86109
H -0.83511 -4.08570 -0.13952
C -0.88574 10.01861 -5.23987
C -2.19615 1.28357 5.78969
H 1.16151 11.65405 -4.07642
H -0.79872 -0.84633 -5.47250
C 1.70571 -3.40985 5.74433
C 6.19342 -4.12314 6.36531
O -0.02937 -1.95665 1.61158
H 0.89957 -3.30359 6.47616
H 0.89332 -4.11705 -4.26017
O 2.95999 -3.46979 6.36637
C -0.54833 0.21548 -5.51578
H -2.50959 0.29624 6.15388
H -1.07762 1.28981 2.71605
H 1.56290 -4.29854 5.12519
F -4.16525 -2.20926 -1.20369
C -0.91674 5.72935 -4.27921
H 1.29653 -1.29827 -6.29751
H -2.81212 2.28089 7.60722
C 3.11284 -4.49108 7.32673
C -2.15803 9.16450 -5.00369
C -4.31340 -2.42585 0.09724
H -6.82395 6.20032 6.70875
H -0.37174 0.48803 4.09504
O 0.32118 -1.21767 -0.45740
H 2.31728 -5.03419 -7.99452
O 3.23383 -3.16066 -7.81291
H 0.06933 -4.12442 -7.80408
H 7.79359 0.03061 1.41849
H -0.56176 5.55095 -5.29836
C 0.68047 0.31657 -7.59658
H 7.23839 -4.42539 6.32122
H -6.45202 1.50886 0.35093
H 1.84140 10.05674 -3.51035
C -1.79585 -3.99831 -4.81697
F 8.53812 -1.94093 5.55244
H -1.89532 -4.66181 -1.37979
H 0.33046 3.61256 -4.53647
H 5.77087 -4.04992 5.36172
H -6.19829 1.88259 7.48493
O 0.12207 -5.48605 -1.26809
H 4.63047 -4.04949 -9.18828
H 2.84047 -5.48355 6.95889
H -7.56152 1.71318 1.75037
O -5.79566 -1.09801 1.52306
C 0.77813 -0.90150 6.83566
H -5.27988 0.73485 2.49370
H -1.34862 -5.77517 -0.00680
H -1.21873 1.37507 6.28264
H 0.34695 0.45252 -4.93744
C -1.49226 -0.25124 -1.89791
C 0.20373 -4.64581 -3.59159
H 2.30599 -1.09057 -7.68333
H 4.75398 -3.53912 8.38870
H 0.19655 -5.70226 -3.88685
H 5.20915 -0.80676 2.75357
H -6.74158 -0.04311 3.03262
H -1.38838 0.77823 -5.10930
H 0.85920 -3.49999 -6.51081
O -3.95930 -0.10184 0.72495
H 2.39890 -1.97413 4.22841
H -6.09964 4.21653 8.37315
H 1.61455 10.28475 -5.21933
H 0.51888 0.38182 -8.67139
F 2.80384 -1.57526 1.61652
H 2.41094 -4.23453 8.13514
C -5.89110 5.79767 6.30483
C 1.22112 10.57605 -4.24104
H 6.09108 -1.62851 1.42312
H -5.20687 -1.95137 -3.84022
O 0.37797 -2.10426 -7.89920
H -1.93305 5.37680 -4.09453
C -1.32112 0.72031 3.60962
F 9.69392 -2.89574 3.97410
C 1.26157 -1.10846 -7.37703
H -2.55172 -0.42824 -2.05977
H -0.30659 9.45851 -5.98108
O -2.24241 1.47276 4.41866
O -3.11478 -2.21261 -3.92421
H -4.41963 -1.23874 -5.22294
O -4.41985 1.88350 6.57309
C -1.01613 -0.60112 -0.52932
H -2.69536 9.42002 -5.92234
F 2.73891 -1.93424 -0.52126
C 7.14416 0.00804 2.29537
H -5.11839 6.42104 6.77449
H 7.15797 1.02042 2.70490
H 1.77140 -5.13719 -2.24658
H -2.99055 3.30823 6.11370
H 4.83210 -4.56829 -7.58789
C -0.91077 7.25092 -4.13659
H -5.77078 6.08253 5.25930
H 1.59155 -1.27383 7.47324
O 1.01475 -0.96392 5.45931
H -1.13118 -3.28186 -5.31112
C 8.94798 -0.71427 3.59539
C -5.24032 2.39398 7.59572
H 0.71855 -2.39767 4.14438
H 6.14383 -3.12139 6.79590
H -0.79685 3.35058 -3.26494
H -3.52363 -3.24666 -5.69168
O -0.53156 0.59139 -6.89273
H -3.95551 -4.01728 -4.16712
H -0.05159 -1.58929 7.03491
H -1.20615 11.02438 -5.52664
O -5.74352 4.40539 6.38332
C 2.15779 -2.22479 0.64894
C 0.80294 -4.64107 -2.19115
C 0.16059 3.83207 -3.47723
H 0.05499 7.65806 -4.44830
H 0.99573 3.53781 -2.85011
C -1.09950 -4.98426 -0.71000
H -7.58490 0.35764 0.64625
O 7.63678 -0.77929 3.38953
C 1.51611 -2.14196 4.84690
C 5.84628 -0.67049 1.88421
C -5.33248 3.88421 7.66896
H -1.11646 0.72200 -2.20476
C 4.49048 -3.69651 -8.16309
H -0.99360 7.59429 -3.10141
C -6.12382 0.13106 2.15493
H -1.07901 -1.00931 -2.57377
O 9.68682 0.02609 3.00427
C 0.86716 -3.40046 -7.60575
H -1.89595 -4.92069 -5.39821
H -0.96882 0.29964 0.08423
O 0.07415 5.26498 -3.38087
H -4.29708 -0.49046 -3.63801
H -2.78667 9.66087 -4.25826
F 2.31302 -3.52517 0.89716
H 1.49230 0.99786 -7.33035
C 4.48122 -4.52306 7.99329
H -4.38942 4.36824 7.93331
H 0.91873 -3.59257 -1.89884
O -1.95995 7.78205 -4.93519
C 0.67468 -1.81665 0.64192
H 5.43585 -0.11721 1.03808
C -3.18053 -3.43025 -4.66751
H -1.57201 -1.34393 0.03734
H -1.85670 -0.20792 3.40942
F 10.57277 -1.31865 5.16431
O -1.10279 -4.13863 -3.58431
O -0.10405 10.11219 -4.06695
H -4.90716 1.92923 8.53564
C -3.05507 2.30382 6.53716
C -4.65494 -1.06845 0.76238
C -6.91664 1.02214 1.20964
C 9.44707 -1.73564 4.59455
F -5.29189 -3.28687 0.35624
H 2.12010 -3.85435 -9.27900
C 2.12236 -3.97638 -8.18609
H 0.59938 0.07408 7.28470
```

Results
SMILES   CCOC(=O)C(F)(F)F.CCOC(=O)C(F)(F)F.CCOC(=O)C(F)(F)F.COCCOCCOC.COCCOCCOC.COCCOCCOC.COCCOCCOC.COCCOCCOC
Frontier orbital gap   9.83 eV
HOMO energy   -9.312 eV
Spin multiplicity   1

Löwdin atomic charge list, values in e, 6 entries: -0.1690, -0.1225, 0.1810, 0.1211, 0.0891, 0.0672


No. 2
Density functional theory data (ωB97M-V/def2-TZVPD) for a cluster of 2 separate species, CFNO2 in total at a distorted geometry.

```
5
CFNO2 | OMol25 | ωB97M-V/def2-TZVPD
O 1.22483 -0.29014 0.78094
O -0.73014 -0.65544 -1.01033
C -0.90049 -0.04155 -0.04452
F -1.96415 0.67591 0.26880
N 2.22667 -0.13725 0.17836
```

Results
Frontier orbital gap (spin up / spin down)   9.41 / 8.25 eV
HOMO energy (spin up / spin down)   -9.798 / -9.289 eV
Spin multiplicity   1

Charges obtained by natural (NBO) population analysis, quoted in units of e: -0.2024, -0.5217, 0.8068, -0.3181, 0.2353


No. 3
Density functional theory data (ωB97M-V/def2-TZVPD) for a cluster of 3 separate species, C4H10 in total at a distorted geometry.

```
14
C4H10 | OMol25 | ωB97M-V/def2-TZVPD
H -1.43286 0.53013 2.65293
C -1.06616 0.89955 1.67177
H -0.50198 0.09675 1.22813
H 0.65616 -2.70702 -0.49033
C 1.05805 -1.70688 -0.69141
C 0.31516 0.67407 -1.00304
H 2.01654 -1.41078 -0.30929
H -0.82655 -1.12452 -1.40772
C 0.13597 -0.79584 -1.04735
H -1.87725 1.12502 0.95116
H -0.56202 1.30460 -0.99935
H 1.43475 0.21878 -1.96178
H -0.51326 1.80415 1.86535
H 1.16344 1.09197 -0.45907
```

Results
Frontier orbital gap   8.96 eV
HOMO energy   -8.261 eV
Spin multiplicity   1

natural (NBO) atomic charge list, values in e, 6 entries: 0.2172, -0.8557, 0.2240, 0.2098, -0.4931, -0.5993